Entry 1:
C24H22Cl2PRh as an isolated structure at a distorted geometry, computed with ωB97M-V/def2-TZVPD.

Each line ends with the Löwdin spin population.
CARTESIAN COORDINATES (ANGSTROEM)
C: -0.31085 1.37073 2.84745  0.053
C: -0.18062 1.71102 1.45945  0.027
C: -1.32150 1.18407 0.75645  0.116
H: 0.63989 2.27300 1.01168  0.002
C: -2.16625 0.53141 1.71414  0.099
C: -1.55602 0.66870 3.00851  0.102
H: -1.94568 0.27721 3.94406  0.013
H: 0.37286 1.64401 3.64512  0.005
H: -1.48563 1.24469 -0.31940  0.011
H: -3.08741 -0.00070 1.50248  0.002
Rh: -0.32345 -0.27140 1.74377  0.904
Cl: -0.95380 -2.18936 0.41085  0.134
P: 0.71630 0.44261 -3.09657  0.584
C: -0.86066 1.05671 -3.66734  0.249
C: -0.96816 2.19758 -4.48332  0.185
H: -0.07166 2.73229 -4.79755  0.010
C: -2.23145 2.63686 -4.87726  0.029
H: -2.31853 3.52880 -5.49879  -0.003
C: -3.37805 1.94194 -4.48040  0.240
H: -4.36116 2.28309 -4.80586  0.017
C: -3.27171 0.80876 -3.66451  0.046
H: -4.16826 0.26762 -3.35934  -0.002
C: -2.02454 0.37049 -3.23421  0.153
H: -1.91562 -0.48586 -2.56377  0.009
C: 1.86419 1.80133 -2.85066  0.061
C: 1.39959 3.03131 -2.32002  0.054
H: 0.33559 3.17364 -2.12975  0.006
C: 2.30594 4.05458 -2.05031  -0.003
H: 1.94810 4.99966 -1.64079  -0.001
C: 3.67049 3.87655 -2.31561  0.055
H: 4.36966 4.69144 -2.13423  0.003
C: 4.13347 2.65222 -2.81782  -0.001
H: 5.19598 2.51625 -3.02568  -0.001
C: 3.24654 1.60737 -3.05486  0.046
H: 3.60752 0.63781 -3.40354  0.002
C: 1.35139 -0.87521 -4.12990  0.112
C: 1.21859 -0.85231 -5.53098  0.042
H: 0.73902 -0.00279 -6.01623  0.001
C: 1.70024 -1.93173 -6.27420  0.005
H: 1.60702 -1.92277 -7.36215  0.000
C: 2.29808 -3.02131 -5.63336  0.036
H: 2.67617 -3.85834 -6.22178  0.002
C: 2.41234 -3.05480 -4.23758  -0.001
H: 2.88552 -3.90418 -3.74600  -0.001
C: 1.91487 -2.00001 -3.47891  0.044
H: 1.93310 -2.01981 -2.38657  0.009
Cl: 2.09094 -1.35168 2.99674  0.211
C: 1.76912 -0.70080 1.42934  0.308
H: 1.85633 -1.46998 0.65651  0.014
H: 2.32522 0.22285 1.24191  0.012

Properties
2S+1: 5
⟨S²⟩: 6.047
HOMO (spin up / spin down): -3.76 / -8.43 eV

Entry 2:
A 9-piece molecular cluster, C36H99N9O9 overall at a distorted geometry, computed with ωB97M-V/def2-TZVPD.

Each line ends with the Löwdin spin population.
CARTESIAN COORDINATES (ANGSTROEM)
C: 7.59259 -0.71364 1.73665  0.001
C: 6.90421 -0.97753 0.40474  0.001
C: 5.64065 -1.84251 0.57938  0.003
O: 5.99858 -3.14925 0.90248  0.001
C: 4.98071 -4.10537 0.67976  0.006
N: 6.62752 0.28765 -0.14709  0.000
H: 8.02305 -1.60177 2.19927  0.000
H: 6.95974 -0.32234 2.53320  0.000
H: 8.42548 -0.01913 1.62683  0.000
H: 7.51199 -1.39317 -0.39898  0.001
H: 5.11197 -1.80408 -0.37305  0.001
H: 4.94868 -1.42187 1.30900  0.003
H: 4.06593 -3.51730 0.75360  0.001
H: 4.98493 -4.90617 1.41920  0.001
H: 4.92466 -4.58105 -0.29936  0.002
H: 6.11222 0.22203 -1.01325  0.000
H: 6.01974 0.82240 0.45686  0.000
C: 0.82769 -4.96830 2.03839  0.011
C: 1.02004 -6.08773 0.99485  0.009
C: 0.25698 -5.87380 -0.35321  0.019
O: -1.09910 -5.64577 -0.03361  0.018
C: -1.95931 -5.03060 -0.95554  0.096
N: 2.35114 -6.46716 0.86496  0.004
H: -0.25000 -4.84525 2.14593  0.003
H: 1.18255 -4.05465 1.56150  0.001
H: 1.30494 -5.12730 3.00537  0.002
H: 0.40219 -6.89115 1.39596  0.002
H: 0.41972 -6.70919 -1.03418  0.015
H: 0.64361 -5.04786 -0.95024  0.004
H: -2.22450 -5.70406 -1.77054  0.041
H: -1.56708 -4.08636 -1.33326  0.037
H: -2.83339 -4.69326 -0.39851  0.004
H: 2.59804 -6.94966 1.71723  0.003
H: 2.38907 -7.15119 0.12282  0.007
C: 3.27396 -7.28183 -6.53187  0.010
C: 2.09016 -7.42286 -5.62273  0.016
C: 1.79234 -6.15872 -4.84144  0.069
O: 2.95416 -5.79674 -4.15328  0.006
C: 2.83273 -4.58469 -3.35820  0.037
N: 0.90500 -7.88080 -6.43878  0.010
H: 3.49098 -8.10583 -7.21159  0.001
H: 4.22286 -7.05391 -6.04633  0.001
H: 3.06534 -6.40936 -7.15104  0.004
H: 2.33267 -8.19913 -4.89700  0.004
H: 0.95769 -6.23041 -4.14406  0.022
H: 1.48266 -5.38150 -5.54010  0.028
H: 2.84405 -3.73316 -4.03853  0.017
H: 3.56272 -4.54694 -2.54962  0.002
H: 1.86685 -4.59346 -2.85310  0.011
H: 0.11277 -8.14995 -5.87306  0.019
H: 0.54015 -7.17211 -7.05906  0.009
C: -0.15126 4.92115 0.68251  0.002
C: -0.49685 5.76886 1.91645  0.000
C: 0.53276 6.94194 2.08847  0.001
O: 0.16923 7.62310 3.30070  0.000
C: 0.02601 9.02320 3.04212  0.000
N: -1.79430 6.37160 1.63023  0.000
H: 0.78478 4.36486 0.63288  0.000
H: -0.12652 5.54849 -0.20852  0.002
H: -0.86523 4.10559 0.56756  0.000
H: -0.56649 5.20772 2.84832  0.000
H: 0.77746 7.50536 1.18804  0.001
H: 1.49568 6.45895 2.25464  0.000
H: -0.31641 9.41318 4.00063  0.000
H: -0.77688 9.20745 2.32832  0.000
H: 0.97106 9.50019 2.78237  0.000
H: -1.71634 6.86321 0.75140  0.000
H: -1.84875 7.17015 2.24623  0.000
C: -0.27008 1.56241 1.40338  0.005
C: -1.07187 0.55993 0.59558  0.004
C: -0.42247 -0.80895 0.46834  0.015
O: 0.72567 -0.61185 -0.38113  0.022
C: 1.40461 -1.89012 -0.70602  0.029
N: -2.42388 0.49939 1.12313  0.001
H: 0.54500 1.96612 0.80272  0.000
H: 0.02925 1.18435 2.38092  0.002
H: -0.91613 2.39834 1.67154  0.000
H: -1.17640 0.87564 -0.44245  0.002
H: -1.12461 -1.51054 0.01793  0.006
H: -0.12383 -1.23547 1.42593  0.003
H: 0.81338 -2.64758 -1.22060  0.018
H: 1.78190 -2.33147 0.21645  0.002
H: 2.37281 -1.66571 -1.15360  0.001
H: -2.49864 0.12342 2.05757  0.003
H: -2.74578 1.44640 0.98298  0.000
C: -3.06578 3.13155 -1.50288  0.013
C: -3.77574 3.81512 -0.33624  0.001
C: -5.16539 4.41236 -0.66098  0.003
O: -5.43661 5.24054 0.43496  0.000
C: -6.75942 5.82992 0.49947  0.002
N: -3.99193 2.83825 0.70261  0.000
H: -2.04288 2.94973 -1.17318  0.001
H: -2.97488 3.64188 -2.46174  0.006
H: -3.43746 2.15240 -1.80493  0.002
H: -3.15928 4.67528 -0.07507  0.000
H: -5.88714 3.65487 -0.96659  0.001
H: -5.12372 5.12164 -1.48759  0.001
H: -7.53814 5.09132 0.68961  0.000
H: -6.92785 6.39483 -0.41738  0.000
H: -6.86246 6.50460 1.34935  0.000
H: -4.52465 2.05338 0.35580  0.000
H: -4.49321 3.38352 1.38928  0.000
C: -4.57816 -0.45352 -2.05510  0.053
C: -5.37830 -0.98825 -0.88085  0.005
C: -5.00701 -2.44064 -0.49578  0.014
O: -5.75220 -2.90331 0.65038  0.006
C: -6.94646 -3.54718 0.34812  0.014
N: -5.20185 -0.10659 0.27080  0.001
H: -3.50094 -0.49092 -1.89291  0.016
H: -4.73931 0.55913 -2.42477  0.005
H: -4.66033 -1.12920 -2.90645  0.022
H: -6.45638 -0.98697 -1.04152  0.001
H: -3.94203 -2.44499 -0.26362  0.004
H: -5.08259 -3.12689 -1.33925  0.013
H: -7.46886 -2.97361 -0.41752  0.002
H: -7.49356 -3.48130 1.28856  0.001
H: -6.84158 -4.61955 0.18346  0.005
H: -4.22063 -0.07185 0.50766  0.000
H: -5.57840 -0.62074 1.05436  0.001
C: -2.16780 2.95500 3.89600  0.001
C: -2.54084 3.43075 5.27077  0.001
C: -1.69464 4.67171 5.64271  0.000
O: -0.32059 4.50470 5.64662  0.000
C: 0.22574 3.60275 6.62067  0.001
N: -3.94030 3.78604 5.30636  0.000
H: -1.10481 2.71967 3.84323  0.000
H: -2.25304 3.76082 3.16697  0.000
H: -2.76452 2.12131 3.52587  0.001
H: -2.38618 2.69725 6.06207  0.000
H: -2.01067 5.02073 6.62577  0.000
H: -1.82381 5.49876 4.94457  0.000
H: 1.18259 3.97738 6.98425  0.000
H: 0.46109 2.68842 6.07598  0.001
H: -0.40061 3.46179 7.50153  0.000
H: -4.09716 4.40196 4.52144  0.000
H: -4.45444 2.96230 5.02846  0.001
C: 2.22969 2.37604 -2.34479  0.015
C: 3.47137 1.58930 -2.12414  0.002
C: 3.69551 0.39748 -3.08364  0.024
O: 4.85121 -0.29950 -2.69087  0.005
C: 5.37075 -1.13745 -3.64367  0.019
N: 4.54295 2.54581 -2.12317  0.002
H: 2.22447 3.27364 -1.72642  0.001
H: 1.36094 1.75290 -2.13248  0.004
H: 2.09875 2.67520 -3.38472  0.006
H: 3.48601 1.19651 -1.10747  0.000
H: 3.68463 0.74023 -4.11830  0.007
H: 2.86130 -0.30240 -3.03502  0.011
H: 6.28213 -1.61383 -3.28236  0.003
H: 5.62463 -0.64148 -4.58051  0.004
H: 4.67875 -1.95479 -3.84660  0.004
H: 4.58467 3.12480 -2.94968  0.001
H: 5.43813 2.09992 -1.98192  0.000

Properties
ΔE to the lowest compared entry with this formula, charge and spin: 0.415 eV
2S+1: 2
Net charge: -1
⟨S²⟩: 0.751
HOMO (spin up / spin down): 0.63 / -6.67 eV

Entry 3:
A 4-piece molecular cluster, C25H29NO10S overall at a distorted geometry, computed with ωB97M-V/def2-TZVPD.

Each line ends with the Löwdin charge.
CARTESIAN COORDINATES (ANGSTROEM)
C: 8.40565 -5.61566 0.18777  -0.032
C: 7.48614 -4.42243 0.21910  -0.218
C: 6.76458 -4.13458 1.36647  -0.055
C: 5.90885 -3.07374 1.39749  -0.451
C: 5.72024 -2.24102 0.31300  -0.274
C: 6.43403 -2.52255 -0.82692  0.042
C: 7.29047 -3.60472 -0.85463  -0.278
O: 7.95381 -3.85333 -2.05615  0.035
N: 4.82413 -1.15412 0.38506  0.091
C: 3.53665 -1.49388 0.88679  -0.275
C: 2.41220 -1.08485 0.19751  -0.018
C: 1.17598 -1.44911 0.68278  -0.082
C: 1.05412 -2.17449 1.83515  -0.094
C: 2.16851 -2.56616 2.53942  -0.096
C: 3.40288 -2.21763 2.04955  -0.457
S: 4.93360 -2.68645 2.84660  1.017
H: 8.61557 -6.00760 1.18613  0.077
H: 9.33346 -5.45293 -0.36442  0.080
H: 7.87939 -6.43025 -0.33421  0.089
H: 6.84084 -4.73756 2.26716  0.118
H: 6.29481 -1.90954 -1.71650  0.130
H: 7.26514 -3.77317 -2.72742  0.103
H: 4.73358 -0.70070 -0.51488  0.123
H: 2.54414 -0.50243 -0.71126  0.116
H: 0.31489 -1.12315 0.09431  0.087
H: 0.05056 -2.44113 2.15480  0.108
H: 2.11096 -3.16183 3.44458  0.109
C: -3.91810 -3.14775 0.25265  -0.016
C: -3.80976 -1.71450 -0.20750  -0.325
C: -3.93044 -1.52074 -1.69719  -0.085
O: -3.12739 -0.34736 -1.91665  0.071
C: -2.19486 -0.31512 -0.93049  -0.536
O: -1.23119 0.39275 -0.92502  0.122
O: -2.48667 -1.20286 0.04178  0.090
H: -3.86442 -3.20126 1.34019  0.088
H: -4.86007 -3.59135 -0.07053  0.091
H: -3.08997 -3.74441 -0.13499  0.091
H: -4.53789 -1.09696 0.32609  0.124
H: -4.95715 -1.35482 -2.01613  0.139
H: -3.50389 -2.34231 -2.27910  0.139
C: -0.33001 2.96565 -1.37314  -0.034
C: -0.36536 4.45560 -1.60663  -0.327
C: -0.72786 5.25682 -0.38450  -0.100
O: -1.36217 6.41025 -0.95010  0.055
C: -1.88074 6.03593 -2.15223  -0.564
O: -2.63890 6.69311 -2.79053  0.157
O: -1.42196 4.81241 -2.51558  0.088
H: -0.01728 2.44748 -2.27882  0.091
H: 0.36370 2.71150 -0.57140  0.097
H: -1.31547 2.58785 -1.12366  0.071
H: 0.58021 4.79970 -2.03616  0.157
H: 0.14058 5.54556 0.20375  0.139
H: -1.44258 4.74685 0.26315  0.134
C: -5.34258 4.86318 0.61028  -0.013
C: -6.03431 3.54442 0.38170  -0.324
C: -7.24685 3.32935 1.25012  -0.097
O: -7.27929 1.90564 1.37560  0.070
C: -6.01088 1.45424 1.22862  -0.544
O: -5.67805 0.33482 1.47013  0.150
O: -5.19562 2.43630 0.77284  0.091
H: -4.50760 4.97402 -0.07551  0.078
H: -6.02772 5.69673 0.45657  0.096
H: -4.93412 4.91664 1.62117  0.096
H: -6.27779 3.42523 -0.67747  0.162
H: -8.16322 3.69437 0.79180  0.141
H: -7.14681 3.76667 2.24650  0.141

Properties
SMILES string: Cc1cc2c(cc1O)Nc1ccccc1S2.C[C@@H]1COC(=O)O1.C[C@@H]1COC(=O)O1.C[C@@H]1COC(=O)O1
HOMO: -7.61 eV